1.
53
Properties=species:S:1:pos:R:3 method="wB97M-V/def2-TZVPD" homo_energy_ev="-5.6 / -8.1" s_squared=3.773 spin_multiplicity=4 charge=0 e_above_lowest_kcal_mol=0.0
C 2.04609 2.85175 -3.45592
C 2.61484 2.73766 -2.18674
C 2.04715 1.89108 -1.22339
C 0.89319 1.19535 -1.57816
C 0.30980 1.29563 -2.84263
C 0.90760 2.11617 -3.79930
C 2.73659 1.64323 0.08992
C 1.98004 1.86081 1.40512
N 0.48379 1.74209 1.31845
Co -0.14049 0.46289 -0.21749
C -0.96065 0.53478 -3.09172
P -1.79108 0.26090 -1.46855
H 3.51111 3.30259 -1.91376
H 0.45904 2.17592 -4.79306
H 2.49770 3.51392 -4.18983
H -0.76985 -0.46747 -3.50767
H -1.65637 1.06302 -3.74820
H 3.10817 0.60562 0.11249
H 3.61633 2.29285 0.12975
H 2.31355 1.10678 2.13257
C -3.00203 -1.03866 -1.67309
C -2.76115 1.77726 -1.27294
H 2.20046 2.85499 1.82937
C -0.13861 3.07226 1.06660
C -0.05692 1.18728 2.59208
H -0.79268 -0.93467 -0.29969
H 0.13651 3.75125 1.88646
H 0.21424 3.46944 0.10914
H -1.22712 2.94345 1.03306
H 0.07776 1.91463 3.40391
H -1.12291 0.97061 2.45003
H 0.46029 0.24872 2.82407
H -3.51809 1.79431 -2.06067
H -3.24045 1.75223 -0.28892
H -2.12629 2.66974 -1.35200
H -3.57345 -0.86526 -2.59128
H -2.48982 -2.00697 -1.71345
H -3.66708 -1.01121 -0.80022
H -0.81095 -1.82633 0.94494
F 0.30505 -2.97968 4.16423
C -0.43076 -3.70322 3.28318
F -0.35217 -5.01189 3.63268
F -1.72626 -3.30355 3.42724
C 0.04809 -3.40913 1.82635
O -0.10038 -2.00921 1.63324
C 1.57060 -3.70708 1.66743
F 1.90124 -4.99084 1.99904
F 1.97223 -3.49035 0.38784
F 2.27488 -2.86464 2.45914
C -0.83216 -4.19539 0.81428
F -0.86843 -5.52307 1.05156
F -2.11521 -3.71741 0.86216
F -0.41493 -4.00317 -0.46761

---

2.
12
Properties=species:S:1:pos:R:3 method="wB97M-V/def2-TZVPD" homo_energy_ev="-7.1 / -7.1" charge=0 e_above_lowest_kcal_mol=196.8
C 1.33117 -0.36662 1.17248
C 2.58352 -0.17928 1.05646
C -0.88986 -1.18266 -1.32273
C -0.29365 1.05439 -0.57791
C -0.02050 -0.76423 1.25397
C 0.09186 0.53652 0.88796
N -0.69243 -0.01144 -1.42488
H -1.10783 -2.02165 -2.00505
H -1.11246 1.82785 -0.61763
H 0.61164 1.51017 -1.14443
H -0.53090 -1.68992 1.03389
H 0.02944 1.28688 1.68785

---

3.
15
Properties=species:S:1:pos:R:3 method="wB97M-V/def2-TZVPD" homo_energy_ev=-19.9 charge=+2 e_above_lowest_kcal_mol=63.6
C 1.46990 1.38835 1.51973
N 0.92894 0.32411 1.30400
C 0.50588 -0.78643 0.76666
C 0.77220 -0.90853 -0.71558
C -0.04446 -0.40620 -1.62861
N -1.31520 0.00158 -1.30567
C -1.83051 -0.16994 -0.13778
H 2.62687 1.49325 1.48563
H 1.04809 2.28043 1.91887
H -0.08354 -1.52203 1.11557
H 1.75293 -1.44164 -0.83981
H 0.08229 -0.24990 -2.73144
H -1.92041 0.54822 -1.92626
H -2.76193 -0.09369 0.31629
H -1.23108 -0.45759 0.85839

---

4.
64
Properties=species:S:1:pos:R:3 method="wB97M-V/def2-TZVPD" homo_energy_ev="-10.0 / -10.8" s_squared=2.025 spin_multiplicity=3 charge=+1 e_above_lowest_kcal_mol=0.9
W -1.16262 0.42175 -1.22439
N -5.00902 2.06577 -2.89978
C -3.79582 1.50450 -2.73063
S -3.62270 0.32678 -1.44608
N -2.82708 1.86624 -3.52265
N -1.67810 1.18856 -3.21501
C -0.81381 1.04970 -4.15126
C 0.30050 0.15320 -3.88900
C 1.28086 -0.11753 -4.82834
C 2.23782 -1.07583 -4.53551
C 2.16975 -1.74420 -3.32389
C 1.16021 -1.42206 -2.43370
N 0.24855 -0.48357 -2.70092
H -5.80039 1.69320 -2.40630
H -5.17351 2.60740 -3.73277
H -0.98355 1.49383 -5.12485
H 1.27767 0.41109 -5.77126
H 3.01605 -1.30739 -5.24982
H 2.88207 -2.51307 -3.06193
H 1.06957 -1.93289 -1.48427
S -1.85451 -1.89644 -0.87276
C -0.72217 -2.80857 0.14085
C -0.81401 -4.20184 0.11340
C 0.02225 -4.96588 0.90838
C 0.96253 -4.36261 1.73817
C 1.05900 -2.98220 1.77009
C 0.21517 -2.21000 0.97690
As 0.24808 -0.29268 0.95128
C -0.63180 0.21145 2.59190
C -1.64565 -0.60375 3.08603
C -2.35249 -0.21341 4.21508
C -2.04995 0.98602 4.84418
C -1.04202 1.80124 4.34633
C -0.33239 1.42170 3.21529
C 2.11058 0.11583 1.21392
C 2.65984 0.13599 2.49067
C 4.02075 0.36044 2.65156
C 4.82997 0.56161 1.54406
C 4.28103 0.54158 0.26890
C 2.92274 0.32154 0.10280
H -1.54128 -4.67651 -0.53252
H -0.05663 -6.04469 0.87766
H 1.61587 -4.96685 2.35252
H 1.79424 -2.50474 2.40573
H -1.87865 -1.54404 2.59894
H -3.13554 -0.84988 4.60515
H -2.59914 1.28543 5.72700
H -0.80536 2.73491 4.83931
H 0.44505 2.06338 2.81974
H 2.03352 -0.01397 3.36159
H 4.44704 0.37997 3.64579
H 5.88897 0.73971 1.67463
H 4.91089 0.70584 -0.59569
H 2.49705 0.32697 -0.89337
O 0.66986 2.76864 0.55691
C 0.85322 2.71526 -0.64704
O 0.33605 1.84349 -1.46227
H 1.51372 3.43199 -1.15349
N -2.37098 3.12971 -0.33348
N -1.88680 1.92215 0.27624
H -2.57809 3.80431 0.39631
H -3.24065 2.90569 -0.80346
H -2.54539 1.53736 0.95172
H -1.03037 2.20040 0.76743

---

5.
10
Properties=species:S:1:pos:R:3 method="wB97M-V/def2-TZVPD" homo_energy_ev=-10.7 charge=0 e_above_lowest_kcal_mol=110.9 smiles="O=[N+]([O-])/C=C/Cl.ClCl"
O -1.15164 -1.92510 0.97952
N -1.06835 -1.58223 -0.15330
O -1.30134 -2.22893 -1.15611
C -0.56434 -0.22931 -0.32879
C -0.56344 0.70625 0.54350
Cl -0.25823 2.30831 0.23608
H -0.27286 -0.04686 -1.36888
H -0.82454 0.55554 1.63211
Cl 3.04995 1.98688 -0.86940
Cl 2.95481 0.45545 0.48528

---

6.
14
Properties=species:S:1:pos:R:3 method="wB97M-V/def2-TZVPD" homo_energy_ev=-14.8 charge=+1 e_above_lowest_kcal_mol=45.1
O -0.40539 -0.03769 1.76586
C -1.20732 -0.91199 1.92740
O -1.66207 -1.67797 0.91211
H -1.65751 -1.03886 2.92317
H -2.34977 -2.24476 1.29391
C 0.75306 1.79553 -0.54269
C 0.60935 -0.63915 -1.23339
N 1.11471 0.53269 -1.32610
H 1.67545 2.16482 -0.11400
H 0.37945 2.47226 -1.31333
H -0.00729 1.45982 0.15288
H 0.39768 -1.05010 -0.24571
H 0.80590 -1.42936 -1.95598
H 1.55376 0.60475 -2.24412

---

7.
15
Properties=species:S:1:pos:R:3 method="wB97M-V/def2-TZVPD" homo_energy_ev="-4.1 / -4.0" charge=-1 e_above_lowest_kcal_mol=42.4
C -0.22983 -1.21304 -0.64417
C -2.33228 -0.14129 0.25896
C -0.85230 0.04847 -0.06556
O 3.82182 0.51951 1.26046
O 2.95273 2.66944 0.40626
O 2.75871 0.62448 -0.96305
S 0.00845 0.53587 1.46180
S 2.92316 1.21963 0.35551
H 0.82187 -1.03934 -0.85460
H -0.30858 -2.02550 0.07647
H -0.73925 -1.51072 -1.55982
H -2.46304 -1.01625 0.89520
H -2.91721 -0.27755 -0.65374
H -2.70805 0.72835 0.79884
H -0.73618 0.87793 -0.77257

---

8.
74
Properties=species:S:1:pos:R:3 method="wB97M-V/def2-TZVPD" homo_energy_ev="-6.9 / -7.8" s_squared=3.828 spin_multiplicity=4 charge=0 e_above_lowest_kcal_mol=33.0
Re -0.65022 0.70399 0.19491
C -1.60812 -3.42129 -0.96607
C -1.37833 -1.95314 -0.90224
N -0.84212 -1.33507 0.11261
N -0.64470 -2.03985 1.28195
C -0.76945 -1.19448 2.26249
O -1.07279 0.05940 2.04835
C -0.53747 -1.63122 3.65082
C -0.53121 -0.68764 4.67276
C -0.24952 -1.08181 5.97197
C 0.02616 -2.41263 6.25084
C 0.02210 -3.35485 5.22910
C -0.25690 -2.96714 3.93039
C -1.89157 -1.02880 -1.88867
C -2.40302 -1.40016 -3.12517
C -2.95524 -0.43570 -3.94352
C -3.00420 0.87736 -3.49361
C -2.46904 1.18939 -2.26178
N -1.90358 0.26478 -1.46813
H -1.55121 -3.84835 0.03061
H -0.82991 -3.88882 -1.57409
H -2.57708 -3.64465 -1.41108
H -0.73382 0.34759 4.43517
H -0.23959 -0.34738 6.76662
H 0.24808 -2.71707 7.26571
H 0.24187 -4.39195 5.44670
H -0.24787 -3.68440 3.12076
H -2.35379 -2.43527 -3.43099
H -3.34424 -0.70121 -4.91707
H -3.44623 1.66467 -4.08689
H -2.50475 2.20017 -1.88625
O 2.78204 1.42388 -0.36489
S 2.33016 1.94328 0.89059
O 3.20616 1.83275 2.02153
O 0.95985 1.42859 1.28268
C 2.01978 3.69436 0.68012
C 2.94684 4.54898 1.25292
C 2.82207 5.92508 1.12086
C 1.76197 6.45988 0.41170
C 0.82394 5.61632 -0.16394
C 0.94623 4.23979 -0.03035
S -0.37112 3.30895 -0.76684
O -1.00734 4.15858 -1.72190
O 0.17951 2.03361 -1.32670
O -1.24909 2.79866 0.33477
H 3.76622 4.11663 1.80959
H 3.55846 6.57426 1.57555
H 1.65681 7.53054 0.30123
H -0.00424 6.02051 -0.72741
Br 2.09130 -3.73583 -0.79881
C 2.68756 -3.01111 0.86811
C 3.55387 -3.77361 1.63723
C 3.95474 -3.23187 2.84653
C 3.47887 -1.98298 3.21798
C 2.62163 -1.31841 2.35779
N 2.22890 -1.82897 1.18679
H 3.89138 -4.74136 1.29792
H 4.63089 -3.78101 3.48905
H 3.76485 -1.52250 4.15312
H 2.23474 -0.33995 2.61017
Cl 1.24325 0.21247 -8.58321
C 1.42550 -0.00759 -6.86943
C 2.47840 -0.77768 -6.38428
C 2.61945 -0.95569 -5.02599
C 1.70591 -0.37805 -4.10739
C 1.80882 -0.56887 -2.72777
C 0.66109 0.41639 -4.64553
C 0.52033 0.59791 -6.00213
H 3.17511 -1.22763 -7.07836
H 3.43693 -1.55452 -4.64408
H 1.04762 -0.14846 -2.08427
H 2.62360 -1.11422 -2.27688
H -0.01872 0.90825 -3.96165
H -0.27438 1.21323 -6.40336

---

9.
10
Properties=species:S:1:pos:R:3 method="wB97M-V/def2-TZVPD" homo_energy_ev=-8.2 charge=0 e_above_lowest_kcal_mol=111.0
C -0.60146 -0.78462 -0.14198
C -0.54703 0.69549 -0.40619
N 0.81277 1.02149 -0.42640
C 1.45549 -0.07835 -0.21879
O 0.78106 -1.18762 0.03362
H -1.19814 -1.11926 0.70624
H -0.95538 -1.28440 -1.05040
H -1.22001 1.46432 0.44659
H -1.06388 1.45164 1.30459
H 2.53658 -0.17868 -0.24729

---

10.
96
Properties=species:S:1:pos:R:3 method="wB97M-V/def2-TZVPD" homo_energy_ev=-6.4 charge=0
Pb -0.60934 0.03404 0.39120
C 1.77618 -0.20466 -2.17124
C 0.98898 -1.37938 -2.31984
C -0.28390 -0.96015 -2.81572
Si 1.56240 -3.12278 -1.94045
C -0.28363 0.45330 -2.91677
C 0.99018 0.93835 -2.48388
Si 1.56608 2.71640 -2.34652
H 2.83485 -0.18625 -1.92189
H -1.09385 -1.62719 -3.10759
H -1.09345 1.07136 -3.30200
Cl -3.46922 0.07788 0.47497
C 3.42069 2.78917 -2.23924
C 0.96917 3.64191 -3.85216
C 3.42113 -3.17054 -1.91253
C 0.91270 -4.26694 -3.26359
H 1.62243 3.34859 -4.68676
H 1.06402 4.72634 -3.70373
H -0.06540 3.40743 -4.12989
H 3.79985 2.20040 -1.39211
H 3.73760 3.83512 -2.12348
H 3.85463 2.39554 -3.16867
H 1.51444 -4.09148 -4.16725
H -0.14091 -4.09595 -3.51490
H 1.04268 -5.31451 -2.95803
H 3.81358 -2.58409 -2.75451
H 3.75374 -4.21176 -2.02612
H 3.82120 -2.76289 -0.97377
C 0.84031 3.45995 -0.74765
C 0.87195 -3.61661 -0.23126
P -0.84180 2.91469 -0.27700
H 0.89084 4.56095 -0.81388
H 1.52307 3.15007 0.06583
P -0.76879 -2.92626 0.18562
H 1.59631 -3.24445 0.51551
H 0.85943 -4.71895 -0.16526
C -1.30367 -3.64198 1.82269
C -1.91502 -3.78171 -1.02342
C -1.91504 3.54565 -1.67617
C -1.41647 3.96392 1.15489
C -1.85380 3.07533 2.32663
H -2.30863 4.49442 0.78176
C -0.37852 4.99287 1.59869
H 0.55394 4.50915 1.91780
H -0.78446 5.54934 2.45309
H -0.14741 5.71943 0.81010
H -2.64653 2.37064 2.03839
H -2.24312 3.71537 3.13125
H -1.01322 2.48939 2.73218
H -1.51400 3.05176 -2.57632
C -1.83136 5.06436 -1.84987
C -3.36584 3.09033 -1.47629
H -0.81885 5.42063 -2.07467
H -2.20054 5.59427 -0.96167
H -2.47516 5.35079 -2.69297
H -3.44957 2.00030 -1.39617
H -3.96653 3.41988 -2.33482
H -3.80582 3.53134 -0.57127
H -1.52877 -3.49678 -2.01580
C -3.34117 -3.23599 -0.88174
C -1.88702 -5.30651 -0.88837
H -0.89854 -5.73949 -1.08442
H -2.58319 -5.73110 -1.62475
H -2.22228 -5.63245 0.10571
H -3.38547 -2.15141 -1.03505
H -3.76021 -3.45527 0.10999
H -3.98484 -3.71575 -1.63147
C -1.58475 -2.52405 2.83870
C -0.30900 -4.65722 2.38299
H -2.25739 -4.15383 1.60901
H 0.67887 -4.20515 2.54176
H -0.19439 -5.53311 1.73279
H -0.68187 -5.01204 3.35234
H -0.66977 -1.97561 3.10900
H -1.98719 -2.97577 3.75658
H -2.32470 -1.79839 2.46977
C -5.61077 0.09030 0.38711
H -5.87744 0.15257 1.44243
H -5.83241 -0.86158 -0.09771
H -5.82766 0.98102 -0.20526
O 0.03254 0.56711 2.98773
C 1.24721 0.37190 2.69706
N 1.57490 0.00514 1.42711
S 3.16341 -0.34797 1.16950
O 3.33594 -1.77161 0.96419
O 3.72961 0.55721 0.19299
C 3.57620 0.09648 2.81725
C 4.84061 0.05603 3.38887
C 4.95395 0.40608 4.74243
C 3.81561 0.76538 5.48884
C 2.55111 0.78684 4.89688
C 2.44771 0.45110 3.54128
H 5.69185 -0.23733 2.77737
H 5.93599 0.39114 5.21432
H 3.93099 1.02444 6.54248
H 1.64386 1.05356 5.43884

---

11.
34
Properties=species:S:1:pos:R:3 method="wB97M-V/def2-TZVPD" homo_energy_ev=-9.7 charge=0 e_above_lowest_kcal_mol=37.6 smiles="CCC=O.O.O.O.O.O.O.O.O"
C 2.15229 1.07780 -2.64756
C 1.42649 1.75434 -1.38154
C 2.08132 0.88982 -0.36045
O 3.06719 1.16710 0.27151
H 3.23926 0.96395 -2.56180
H 1.84278 1.65611 -3.50821
H 1.84350 0.01934 -2.61998
H 1.79329 2.76900 -1.40218
H 0.36439 1.73429 -1.57904
H 1.69692 -0.14557 -0.30203
O -2.85513 -2.76494 -0.98491
H -2.21430 -2.54710 -1.66221
H -3.09673 -1.94374 -0.53144
O -2.47209 -0.66953 0.85830
H -2.27837 -0.97871 1.74064
H -2.36597 0.30634 0.79799
O 0.87204 -2.52199 -1.35536
H 0.46749 -3.37394 -1.20025
H 0.27782 -1.84648 -1.72838
O 0.67099 1.78065 2.45766
H 0.88686 0.85935 2.63174
H 1.28742 2.41217 2.82626
O -0.57675 -0.40564 3.34589
H -0.23873 -1.00414 2.63801
H -0.96719 0.29788 2.79605
O -0.95589 -0.19051 -1.76666
H -1.69825 -0.35852 -1.18053
H -1.25404 0.33568 -2.50715
O -1.94054 1.80973 1.51575
H -1.09814 2.19106 1.23176
H -2.22132 2.40154 2.21705
O 1.01120 -1.70998 1.59415
H 0.46823 -2.50239 1.67907
H 0.78394 -1.46295 0.67785

---

> Which of these has the highest charge?

C5H8N2

---

> Among the records above, which one has the highest charge?

C5H8N2